No. 1
A molecular structure, C41H54LaN7PS2Si, computed with the ωB97M-V functional and the def2-TZVPD basis.

The geometry in ORCA input format:
```
! RIJCOSX wB97M-V def2-TZVPD def2/J DEFGRID3
* xyz 1 1
La -0.306 0.599 -0.425
S 0.337 -1.091 -3.057
S -2.562 0.994 -2.191
P 2.961 -0.689 0.465
Si -4.836 3.349 -3.539
N -1.555 -2.126 -0.862
N 0.631 2.249 1.950
N -0.053 -0.860 2.120
N -1.622 2.990 -0.789
N -2.698 -0.297 0.753
N -0.109 -3.571 -3.762
N -1.141 -2.965 -1.834
C -2.362 5.258 -0.835
C 4.552 1.604 1.793
C 2.677 0.724 -1.931
C 2.005 -3.219 -0.409
C 2.888 0.904 -3.308
C 6.619 0.211 2.102
C -3.455 3.616 -2.249
C -6.444 3.849 -2.676
C 4.711 -0.810 1.052
C 6.736 -2.081 1.409
C -1.031 0.379 4.050
C -5.050 1.636 -4.282
C 5.311 0.310 1.641
C -1.540 4.261 -0.376
C -4.006 -1.970 1.828
C 2.361 -2.993 1.971
C 5.431 -1.999 0.950
C 4.128 -1.150 -3.466
C -3.341 0.623 1.460
C 3.227 -0.441 -1.337
C 0.152 1.344 4.242
C 2.842 -2.245 3.187
C -0.674 -0.973 3.449
C 3.959 -1.344 -2.108
C 1.463 -5.046 1.049
C 2.433 -2.449 0.669
C -2.507 -2.534 -0.103
C -3.325 4.914 -1.780
C 3.585 -0.018 -4.064
C -4.355 0.327 2.360
C -3.064 -1.578 0.880
C 0.127 2.551 3.306
C -4.536 4.592 -4.929
C -2.558 2.656 -1.716
C -4.660 -1.004 2.577
C 1.900 1.716 -1.156
C 1.859 -4.279 2.135
C 1.550 -4.517 -0.227
C -0.350 -2.587 -2.875
C -3.140 -3.888 -0.279
C 7.333 -0.970 1.985
H 3.897 -2.465 3.358
H 2.076 -2.801 -1.405
H 3.693 1.466 2.457
H 0.103 -1.803 1.774
H 4.185 1.951 0.825
H -1.528 -3.896 -1.868
H -4.872 1.119 2.882
H -3.368 -4.062 -1.333
H -6.696 3.183 -1.848
H -3.987 5.684 -2.163
H 2.761 -1.163 3.061
H -4.489 5.616 -4.551
H 1.617 2.008 2.025
H -0.901 2.906 3.209
H 7.088 1.075 2.558
H 0.608 3.116 1.423
H 3.719 0.148 -5.125
H -7.271 3.821 -3.389
H 2.292 -2.540 4.080
H -0.771 4.479 0.358
H 2.495 1.795 -3.784
H 1.281 -5.123 -1.085
H 7.281 -3.011 1.321
H -5.867 1.664 -5.008
H 0.133 1.735 5.259
H -1.587 -1.563 3.347
H -4.148 1.304 -4.795
H 8.350 -1.028 2.350
H -1.501 0.183 5.016
H -5.408 -1.294 3.302
H 4.967 -2.882 0.531
H 5.187 2.379 2.219
H -4.223 -3.014 1.998
H -2.470 -4.678 0.071
H -6.386 4.866 -2.282
H 4.398 -2.217 -1.642
H -3.036 1.653 1.294
H -1.784 0.853 3.421
H -5.357 4.548 -5.647
H -0.019 -1.514 4.142
H 1.106 0.814 4.130
H 2.463 2.022 -0.268
H 0.874 -0.457 2.238
H -3.610 4.394 -5.472
H -2.262 6.272 -0.477
H 1.723 2.610 -1.763
H 0.713 3.354 3.763
H -0.616 -4.440 -3.761
H 4.685 -1.871 -4.050
H -5.289 0.894 -3.523
H 1.792 -4.692 3.136
H 0.430 -3.332 -4.577
H -4.079 -3.970 0.254
H 1.108 -6.058 1.200
*
```

Computed properties:
HOMO level, eV: -9.118
Kohn-Sham gap, hartree: 0.22425
Max |F|, eV/Å: 0.72
LUMO energy, eV: -3.02
Molar mass, u: 907.0
E, Eh: -3436.813749

=====

No. 2
A molecular structure, C4H8N2, computed with the ωB97M-V functional and the def2-TZVPD basis.

The geometry in ORCA input format:
```
! RIJCOSX wB97M-V def2-TZVPD def2/J DEFGRID3
* xyz 0 1
N 0.735 -1.024 0.455
N -0.901 0.633 -0.651
C 0.596 0.881 -0.967
C -0.161 -0.600 1.400
C -1.205 0.465 0.764
C 1.318 -0.435 -0.659
H -2.256 0.153 0.850
H -1.134 1.576 1.211
H 2.150 -1.087 -1.059
H 1.065 1.818 -0.345
H 0.686 1.038 -2.135
H -0.999 -1.613 1.728
H -1.224 -0.097 -1.377
H 1.330 -1.708 0.785
*
```

Computed properties:
HOMO level, eV: -7.092
Kohn-Sham gap, hartree: 0.28823
Max |F|, eV/Å: 5.15
LUMO energy, eV: 0.75
Molar mass, u: 84.1
E, Eh: -266.539267